# 1
H4NO2PS | wB97M-V/def2-TZVPD

## Properties
highest occupied orbital energy = -10.225 eV
F_max = 4.29 eV/Å
energy relative to the best compared isomer or geometry (same formula, charge and spin) = 4.0871 eV
M = 113.1 g mol⁻¹
frontier orbital gap = 0.394 Ha
SMILES string = NS(=O)(=O)P
E_LUMO = 0.50 eV

```
! wB97M-V def2-TZVPD RIJCOSX def2/J DEFGRID3
* xyz 0 1
O -0.26208 1.25039 -1.12235
O 1.75026 0.61980 0.33513
H -1.57728 0.67264 1.16964
H 1.11031 -1.40361 -1.86019
H -0.98638 -1.17599 -1.23320
S 0.35819 0.50228 -0.07487
P 0.22836 -1.55759 -0.62774
H -0.02114 0.39908 2.07729
N -0.60024 0.69300 1.33629
*
```

These are the natural (NBO) partial charges, in e, on atoms 1 to 5:
1 O -0.93
2 O -0.94
3 H 0.42
4 H 0.04
5 H -0.01

# 2
C5H12NP | wB97M-V/def2-TZVPD

## Properties
highest occupied orbital energy = -9.095 eV
F_max = 4.93 eV/Å
energy relative to the best compared isomer or geometry (same formula, charge and spin) = 2.2714 eV
M = 117.1 g mol⁻¹
frontier orbital gap = 0.364 Ha
SMILES string = C1=CCCC1.NP
E_LUMO = 0.82 eV

```
! wB97M-V def2-TZVPD RIJCOSX def2/J DEFGRID3
* xyz 0 1
H -0.96729 1.63663 1.94495
H 0.76405 -3.39928 2.05964
N 1.59790 -2.76603 1.59555
H 1.16788 -1.86472 1.40617
H 0.01414 3.20781 0.12861
H 3.36000 -2.43715 0.34812
H -0.95835 -0.67364 0.97322
C -0.87558 2.45057 -0.00863
H -1.73689 3.26167 -0.00638
H -1.87546 1.79757 -2.00231
H -0.17403 2.01852 -2.04109
C -0.85963 1.37340 0.97179
C -0.95432 0.15552 0.42884
H -1.35130 -0.42293 -1.75503
C -0.68149 0.15952 -1.03759
C -0.97617 1.65529 -1.39415
P 2.32223 -3.39465 0.19467
H 0.27742 -0.27136 -1.07772
H 1.90690 -2.48675 -0.72865
*
```

These are the natural (NBO) partial charges, in e, on atoms 1 to 5:
1 H 0.20
2 H 0.38
3 N -1.15
4 H 0.38
5 H 0.21

# 3
C3H8N4O2 | wB97M-V/def2-TZVPD

## Properties
highest occupied orbital energy (alpha / beta) = -6.462 / -9.657 eV
F_max = 4.69 eV/Å
energy relative to the best compared isomer or geometry (same formula, charge and spin) = 0.0000 eV
M = 132.1 g mol⁻¹
frontier orbital gap (alpha / beta) = 0.260 / 0.316 Ha
E_LUMO (alpha / beta) = 0.60 / -1.06 eV

```
! wB97M-V def2-TZVPD RIJCOSX def2/J DEFGRID3
* xyz 0 3
H 1.26416 0.22889 1.30695
C 1.24418 0.52392 0.34528
H 0.19757 2.35074 0.57736
N -2.15319 0.86480 -0.34465
H 0.07308 1.72991 -1.07093
H 1.39382 -0.34396 -1.47169
N -3.15916 0.13461 -0.09434
N 1.11865 -0.64286 -0.57799
H 0.05981 -1.66715 0.75804
O -2.78253 -0.87987 0.78379
O -4.25601 0.06728 -0.58748
N -1.14960 0.83248 0.47662
C 0.12615 -1.54121 -0.34464
H -0.71463 -1.54448 -1.00831
H 2.21302 0.97177 0.12237
H -3.54416 -1.58055 1.03641
C 0.07945 1.46575 0.00616
*
```

These are the natural (NBO) partial charges, in e, on atoms 1 to 5:
1 H 0.20
2 C -0.21
3 H 0.21
4 N -0.11
5 H 0.19

# 4
C4H9N2 | wB97M-V/def2-TZVPD

## Properties
highest occupied orbital energy = -14.379 eV
F_max = 4.52 eV/Å
energy relative to the best compared isomer or geometry (same formula, charge and spin) = 4.6627 eV
M = 85.1 g mol⁻¹
frontier orbital gap = 0.395 Ha
SMILES string = C[C@H]1N=C1C[NH3+]
E_LUMO = -3.63 eV

```
! wB97M-V def2-TZVPD RIJCOSX def2/J DEFGRID3
* xyz 1 1
N -0.10011 -0.76431 -2.16676
H -1.56701 0.92268 -2.08288
H -1.94874 -0.49433 -0.89381
C -1.13984 0.09932 -1.44524
N 1.26988 0.25103 -0.05979
H -0.57925 0.29304 2.90338
H 0.02407 -0.38838 -3.08998
C 0.58336 0.86096 1.29211
C 0.39548 0.03820 2.53997
H 0.76652 -0.59067 -1.65286
H 1.14469 1.80610 1.27549
H -0.33550 -1.68232 -2.25373
C 0.01051 0.47505 -0.00570
H 0.30612 -1.03905 2.29275
H 1.16982 0.21268 3.34706
*
```

These are the natural (NBO) partial charges, in e, on atoms 1 to 5:
1 N -0.68
2 H 0.27
3 H 0.26
4 C -0.26
5 N -0.40

# 5
C40H78BrIN2O14P2S5 | wB97M-V/def2-TZVPD

## Properties
highest occupied orbital energy = -8.781 eV
F_max = 2.53 eV/Å
M = 1240.2 g mol⁻¹
frontier orbital gap = 0.330 Ha
E_LUMO = 0.19 eV

```
! wB97M-V def2-TZVPD RIJCOSX def2/J DEFGRID3
* xyz 0 1
H -5.42536 2.86331 1.82948
H 5.74335 1.57385 -3.72079
C 4.40965 5.62907 0.11884
C 5.21076 1.32766 -1.61740
I -1.03777 8.13671 1.96515
H -10.95020 1.89910 -3.26466
H -9.67578 -1.30736 -2.12292
H -5.26710 4.22234 0.04250
H 4.39651 4.13663 1.71347
H 1.81935 7.44362 2.62142
H -6.76254 1.84742 -0.00587
H 5.01369 -1.92793 -0.28393
H 4.49950 -0.59471 -2.34077
O -10.49121 0.89299 -0.87341
H -10.49632 -0.56893 -4.20597
O 1.22523 -5.18413 -0.88916
H -8.00898 -0.77923 -2.47666
H -8.85517 -0.95567 -4.71170
C 4.43783 -5.70738 1.37905
C -2.34053 -4.51282 3.47852
C -1.16402 5.06127 -0.30693
O -1.28955 5.23052 1.10206
N -3.00063 -0.32379 0.76989
C 3.46432 -6.04022 2.50322
H 5.71180 1.63782 -0.66221
H 2.48430 -3.23072 2.55111
H 2.00491 2.54439 3.14762
P -0.21460 5.41261 3.50199
C 2.49047 -3.91679 1.70353
H 1.44440 -5.34850 2.96617
H 1.11766 6.40847 -0.00186
H 2.73620 4.93072 3.01028
H -6.32614 0.58671 1.21615
H -9.67096 1.45074 -5.32305
H 2.45407 2.05890 0.46579
H 6.34944 -0.52607 -2.19570
S -5.18534 0.23500 -0.94545
S 4.15703 -3.97479 1.05133
H 5.43063 5.54295 2.06296
H 6.59300 4.77012 -2.22234
C -4.49448 3.41046 -0.04954
C 2.24221 -6.49328 -4.07136
H 3.92590 3.35187 -3.00686
S -9.36048 1.02654 -1.75564
H -0.97367 -5.46218 2.06639
H -4.46684 2.98898 -1.08286
H 2.68120 -0.41239 -1.26050
H 3.40247 5.70894 -0.34433
H 0.86056 1.21074 0.37028
H -2.32732 -7.27116 5.47977
H -0.98096 -5.28977 4.97001
N -1.97566 -1.21357 0.82290
O 2.19121 -7.50874 -0.65960
C 5.02980 3.51637 -3.05590
C 1.86637 1.29329 -0.10180
H 2.74534 7.48822 1.11323
S -2.27940 -7.14975 3.09630
H 1.94581 -0.82623 0.36521
H -3.39621 -4.23443 3.42431
O -1.01075 -7.83293 3.16582
H 5.07046 6.51275 -0.04080
H -3.78894 -6.50624 4.79248
H -1.42085 -2.86103 -0.43812
H 0.19389 -6.90571 -4.71345
C -9.06591 -0.53390 -2.58619
O 5.01704 -3.19957 1.91303
H -8.15636 1.38390 -4.41547
H 1.81360 -3.55729 0.92995
H 3.33598 -7.11706 2.61508
H 3.89858 -0.72938 1.46296
C 2.61647 -0.11442 -0.18399
C -2.39297 4.11821 -0.73428
H 1.41380 4.93632 0.97061
C 5.16984 -0.82752 -0.28786
C 1.10281 6.01660 1.05100
H 0.41226 -5.35608 -3.89292
C -2.10169 -2.02189 -0.20975
H 6.03216 4.07738 -0.09814
C -9.44384 -0.31472 -4.05470
C -2.70174 -6.57279 4.73346
C 2.15043 -5.34563 2.13357
H -1.75575 -3.60036 3.35673
H 0.97842 5.88024 4.11451
O 4.11653 -3.77162 -0.38027
H 0.52617 -8.13434 -2.60327
C 2.24661 6.77959 1.82264
H -0.56517 -6.78893 -2.16444
H -0.64079 7.18855 -0.89595
H 4.32383 0.90155 0.89438
C -2.06043 -5.19186 4.82365
C 5.37674 -0.22231 -1.74343
C 4.43128 5.25939 1.64669
H 4.32016 3.61879 -0.65187
H -2.37267 6.76358 -0.88479
C -0.32694 6.06144 1.69627
H -3.00900 4.56286 -1.54742
H -0.26528 4.46898 -0.62576
O -0.43904 2.52285 2.05661
C 5.47233 4.72022 -2.14077
H -2.46315 -4.61765 5.65832
O -1.02486 2.76190 4.51864
H 1.68040 -5.87605 1.30386
O -8.09150 1.55236 -1.30120
C -2.01685 -5.52752 2.37699
Br -1.64609 2.33299 -1.26660
C -3.72353 -0.60390 -0.32289
C 0.72204 -6.40486 -3.90167
C 5.11099 4.41520 -0.63522
O -3.23981 3.97977 0.38680
H 3.83764 -5.64359 3.45196
H -2.66925 -5.40770 1.51363
H 5.48005 -5.86910 1.64971
O -3.44441 -7.75315 2.49662
C -9.86135 1.93359 -3.21054
C 0.41706 -7.05007 -2.55447
H 5.29389 3.80379 -4.10906
H 4.19405 -6.26160 0.47184
H -0.05338 2.99502 1.29653
H -1.39930 6.14137 -2.24308
H 2.52493 -7.52830 -4.28196
H 1.73076 1.67876 -1.14526
H 6.92800 2.37778 -2.64315
H -3.98872 1.84502 1.48882
P -0.04644 3.21563 3.50182
C 4.02279 -0.11406 0.52933
H 3.05460 -4.96671 -2.73886
C 3.24416 5.80572 2.52959
H 3.70482 6.37510 3.38320
H 6.11772 -0.62688 0.28462
H 4.14688 1.65679 -1.51911
C -1.35033 6.37513 -1.15246
H 3.80758 -6.57253 -2.55056
O -3.19046 -1.68017 -0.98420
C -5.89797 1.26120 0.43359
C -9.22765 1.16934 -4.36755
O 1.45678 2.66491 3.94672
C 2.87864 -6.04223 -2.75237
H 5.10025 5.70958 -2.50689
C -4.88526 2.30692 1.01946
S 1.68876 -6.42321 -1.46845
H 2.59160 -5.88305 -4.90475
C 5.83878 2.18356 -2.77833
H -9.52183 2.96541 -3.13889
*
```

These are the Mulliken partial charges, in e, on atoms 1 to 5:
1 H 0.37
2 H 0.36
3 C -0.16
4 C 0.77
5 I 0.06